[1]
The following is a quantum chemistry calculation of an isolated molecule of C4H8O2, from OMol25.

Last column: Mulliken charge in e.
Element x y z (Å)
C 0.220 -1.228 -1.664  -1.16
C 0.706 -0.648 -0.338  -0.24
C -0.394 0.159 0.327  -0.51
O 0.057 0.639 1.606  -0.27
C 0.005 1.957 1.825  0.17
O -0.371 2.802 1.056  -0.50
H -0.069 -0.434 -2.362  0.32
H 0.996 -1.829 -2.147  0.33
H -0.652 -1.875 -1.515  0.31
H 1.579 -0.006 -0.498  0.26
H 1.022 -1.451 0.338  0.28
H -0.699 1.008 -0.288  0.37
H -1.269 -0.471 0.520  0.29
H 0.374 2.164 2.841  0.35

energy relative to the best compared isomer or geometry (same formula, charge and spin) = 13.5 kcal/mol
Kohn-Sham gap = 11.7 eV
E = -307.69095 a.u.
SMILES string = CCCOC=O
net charge = 0

***

[2]
The following is a quantum chemistry calculation of a structure of composition C35H63Br22ClIN2O3 in a non-equilibrium geometry, from OMol25.

Last column: Mulliken charge in e.
Element x y z (Å)
C 4.446 -4.454 4.398  -0.67
O 3.226 -5.092 3.984  -0.28
C 3.092 -5.364 2.636  -1.03
N 1.796 -4.816 2.137  1.26
N 0.786 -5.653 2.148  -1.00
C -0.351 -5.166 1.719  0.60
Cl -1.681 -6.240 1.769  -0.13
C -0.525 -3.862 1.229  -0.28
C -1.831 -3.308 0.751  1.26
C -2.824 -3.160 1.933  -0.72
C -3.731 -1.912 1.844  -1.02
C -3.907 -1.299 0.454  0.67
C -2.948 -0.130 0.272  -0.82
O -3.634 0.922 -0.449  0.05
C -3.054 2.129 -0.218  0.55
C -1.645 2.380 -0.678  -0.75
O -3.657 2.978 0.362  -0.60
C 0.584 -3.050 1.215  -0.86
C 1.797 -3.550 1.720  -1.75
I 3.445 -2.290 1.710  0.51
H 4.724 -4.908 5.343  0.25
H 4.233 -3.410 4.617  0.24
H 5.250 -4.565 3.678  0.38
H 3.010 -6.443 2.522  0.38
H 3.916 -5.030 2.015  0.61
H -2.237 -4.025 0.040  0.67
H -1.582 -2.356 0.302  -1.46
H -2.270 -3.094 2.868  0.14
H -3.419 -4.061 2.008  0.61
H -3.435 -1.170 2.579  0.62
H -4.724 -2.227 2.157  0.32
H -4.897 -0.856 0.386  -0.60
H -3.818 -2.022 -0.351  0.45
H -2.661 0.275 1.242  0.66
H -2.036 -0.390 -0.271  -0.24
H -0.978 2.352 0.179  0.41
H -1.355 1.614 -1.391  -0.08
H -1.604 3.368 -1.119  0.31
H 0.496 -2.038 0.850  1.65
Br 0.700 -1.988 -1.429  0.05
C -0.892 -1.942 -2.581  0.04
C -0.599 -1.383 -3.944  -0.77
Br -0.415 0.549 -3.895  -0.16
H -1.642 -1.368 -2.048  -0.33
H -1.213 -2.979 -2.656  0.53
H -1.432 -1.580 -4.615  0.47
H 0.315 -1.777 -4.373  0.40
Br 0.790 -3.013 3.950  0.32
C 0.353 -3.047 5.862  -0.81
C 0.266 -1.654 6.424  -0.58
Br 2.041 -0.892 6.658  -0.13
H 1.114 -3.650 6.346  0.42
H -0.607 -3.555 5.929  0.41
H -0.185 -1.665 7.413  0.41
H -0.286 -0.975 5.783  0.35
Br -3.832 5.401 -3.243  -0.17
C -4.444 5.866 -1.451  -0.47
C -4.616 7.352 -1.296  -0.61
Br -2.901 8.248 -1.101  -0.15
H -3.726 5.448 -0.754  0.28
H -5.397 5.357 -1.332  0.35
H -5.165 7.578 -0.385  0.39
H -5.117 7.810 -2.143  0.39
Br 4.266 1.284 2.671  -0.12
C 4.589 2.074 4.424  -0.56
C 5.839 1.531 5.060  -0.31
Br 5.564 -0.263 5.763  -0.11
H 3.701 1.887 5.019  0.33
H 4.685 3.141 4.241  0.36
H 6.121 2.136 5.918  0.35
H 6.672 1.473 4.370  0.03
Br -6.597 -0.187 3.590  -0.16
C -6.330 1.170 2.210  0.04
C -7.521 1.294 1.300  -0.61
Br -7.595 -0.202 0.051  -0.15
H -5.432 0.891 1.668  -0.38
H -6.150 2.096 2.750  0.46
H -7.436 2.189 0.689  0.33
H -8.467 1.309 1.831  0.44
Br -8.046 -2.752 -2.261  -0.17
C -7.661 -1.488 -3.693  -0.17
C -8.807 -1.387 -4.660  -0.53
Br -8.878 -2.923 -5.849  -0.15
H -6.739 -1.813 -4.161  0.31
H -7.497 -0.534 -3.195  -0.05
H -8.673 -0.526 -5.310  0.29
H -9.771 -1.325 -4.166  0.41
Br 0.454 10.835 -2.482  -0.12
C -1.109 10.614 -3.620  -0.46
C -0.800 10.934 -5.057  -0.58
Br -0.679 12.850 -5.360  -0.13
H -1.889 11.243 -3.207  0.38
H -1.394 9.570 -3.516  0.17
H -1.606 10.591 -5.702  0.35
H 0.138 10.503 -5.390  0.39
Br -3.780 -0.844 -3.954  -0.15
C -3.834 1.103 -4.056  -0.02
C -5.246 1.616 -4.043  -0.08
Br -6.112 1.358 -5.766  -0.16
H -3.287 1.384 -4.949  0.55
H -3.298 1.449 -3.180  -0.33
H -5.257 2.691 -3.872  0.21
H -5.864 1.124 -3.298  0.04
Br 6.764 -3.917 0.337  -0.15
C 7.820 -2.679 -0.733  -0.54
C 7.665 -1.265 -0.245  -0.18
Br 5.964 -0.496 -0.793  -0.17
H 7.514 -2.808 -1.765  0.37
H 8.850 -3.012 -0.618  0.38
H 8.423 -0.622 -0.688  0.45
H 7.709 -1.183 0.836  -0.14
Br 6.347 0.482 -4.615  -0.11
C 5.860 -1.386 -4.799  -0.51
C 4.642 -1.552 -5.663  -0.64
Br 3.033 -1.051 -4.691  -0.06
H 5.716 -1.774 -3.795  0.21
H 6.721 -1.869 -5.256  0.37
H 4.506 -2.595 -5.940  0.38
H 4.674 -0.940 -6.559  0.39
Br 9.276 -3.426 4.024  -0.09
C 10.393 -2.182 3.033  -0.51
C 10.246 -0.774 3.544  -0.58
Br 8.571 0.024 2.954  -0.09
H 10.120 -2.279 1.988  0.21
H 11.413 -2.531 3.175  0.37
H 11.029 -0.137 3.138  0.36
H 10.258 -0.713 4.626  0.40

Kohn-Sham gap = 7.2 eV
E = -59092.57112 a.u.
net charge = +1

***

[3]
The following is a quantum chemistry calculation of a structure of composition C31H41AgAs2N2O7P2 in a non-equilibrium geometry, from OMol25.

Last column: Mulliken charge in e.
Element x y z (Å)
Ag -15.098 9.327 2.584  2.53
N -15.347 8.640 4.938  -0.64
C -14.080 8.360 5.644  -0.20
C -13.335 7.098 5.141  -0.69
C -12.754 7.238 3.745  -0.81
N -13.747 7.299 2.676  -0.27
H -15.714 9.557 5.265  0.19
H -16.080 7.967 5.195  0.21
H -14.257 8.197 6.702  0.44
H -13.447 9.242 5.553  -0.32
H -14.086 6.311 5.196  0.27
H -12.476 6.808 5.807  0.40
H -12.119 6.343 3.567  0.43
H -12.150 8.123 3.737  0.27
H -14.314 6.498 2.712  0.13
H -13.241 7.218 1.794  0.20
C -13.522 9.976 -1.410  -0.72
C -13.660 10.328 -0.171  0.01
As -16.867 9.042 0.845  0.10
C -18.558 8.959 1.811  0.81
C -19.714 8.572 1.109  -0.88
C -20.937 8.445 1.779  -0.80
C -21.025 8.820 3.129  -0.59
C -19.888 9.273 3.793  -0.71
C -18.641 9.319 3.160  -0.38
C -17.255 10.373 -0.538  0.49
C -17.927 11.523 -0.174  -0.66
C -18.198 12.496 -1.139  -0.64
C -17.719 12.380 -2.421  -0.68
C -16.986 11.229 -2.756  -0.60
C -16.769 10.222 -1.866  -0.67
As -16.313 7.063 -0.355  0.50
C -16.838 5.800 1.059  0.40
C -16.992 4.454 0.718  -0.61
C -17.164 3.483 1.685  -0.60
C -17.157 3.802 3.016  -0.45
C -16.946 5.129 3.413  -0.80
C -16.772 6.111 2.419  -0.12
C -17.627 6.622 -1.730  0.39
C -18.985 6.285 -1.547  -0.27
C -19.796 5.990 -2.654  -0.66
C -19.280 6.032 -3.934  -0.53
C -17.934 6.346 -4.091  -0.45
C -17.111 6.603 -3.008  -0.57
H -12.765 9.248 -1.755  0.29
H -14.118 10.498 -2.165  0.32
H -14.396 11.037 0.187  0.05
H -13.121 9.857 0.626  0.09
H -19.697 8.426 0.068  0.80
H -21.836 8.123 1.303  0.47
H -21.970 8.718 3.614  0.41
H -19.946 9.565 4.845  0.40
H -17.746 9.624 3.683  0.41
H -18.370 11.589 0.821  0.43
H -18.807 13.350 -0.924  0.43
H -17.847 13.162 -3.125  0.44
H -16.562 11.141 -3.737  0.45
H -16.198 9.348 -2.214  0.48
H -17.091 4.200 -0.299  0.58
H -17.366 2.420 1.433  0.34
H -17.342 3.007 3.772  0.33
H -16.970 5.403 4.479  0.38
H -16.485 7.124 2.696  0.06
H -19.358 6.191 -0.517  0.53
H -20.828 5.713 -2.463  0.39
H -19.912 5.911 -4.810  0.39
H -17.477 6.427 -5.097  0.34
H -16.092 6.929 -3.217  0.41
C -13.480 12.410 6.236  -1.63
C -13.294 12.559 4.744  1.08
O -12.739 13.859 4.463  -0.69
P -14.932 12.470 3.862  0.63
O -15.471 13.959 3.802  -0.60
O -14.567 12.216 2.372  -0.60
O -15.964 11.532 4.396  -0.85
P -12.067 11.368 4.056  0.70
O -11.628 10.509 5.362  -0.65
O -10.952 12.273 3.639  -0.92
O -12.738 10.412 3.153  -0.58
H -14.171 13.150 6.607  0.40
H -12.503 12.577 6.708  0.36
H -13.911 11.418 6.487  0.24
H -11.928 13.664 3.984  0.46
H -14.670 14.490 3.725  0.36
H -13.844 11.579 2.243  0.28
H -10.762 10.764 5.724  0.36

Kohn-Sham gap = 8.5 eV
E = -7143.48313 a.u.
net charge = 0

***

[4]
The following is a quantum chemistry calculation of a cluster of 2 separate species, ClH2O3P2 in total in a non-equilibrium geometry, from OMol25.

Last column: Mulliken charge in e.
Element x y z (Å)
O 3.030 0.765 -1.678  -0.55
O 2.785 1.577 0.749  -0.56
O -1.190 -1.246 -0.606  -0.55
P 0.342 -1.195 -0.425  0.31
P 2.719 0.525 -0.265  0.46
Cl 3.392 -1.281 0.349  -0.28
H 0.891 -1.418 -1.659  0.11
H 0.808 -2.507 0.097  0.05

Kohn-Sham gap (spin up / spin down) = 5.9 / 7.4 eV
E = -1369.87183 a.u.
net charge = -1
spin multiplicity = 3

***

Question: net charge of number 2 (C35H63Br22ClIN2O3)?
Answer: +1